# 1
Molecular formula: C35H34GaNO7P
Method: DFT, ωB97M-V/def2-TZVPD

The geometry in XYZ format:
```
79
Properties=species:S:1:pos:R:3:mulliken_charge:R:1
C 6.001 -1.383 2.608 -0.977
C 5.529 -0.069 3.201 0.569
O 5.777 0.205 4.351 -0.593
N 4.681 0.777 2.421 0.036
C 5.134 1.052 1.055 -0.702
C 3.309 0.199 2.435 -0.398
C 2.195 1.244 2.595 -0.598
C 1.041 0.805 3.527 -0.714
C -0.287 0.640 2.768 -1.059
Ga -0.474 -0.995 1.559 -0.013
P 0.621 -2.938 2.432 0.032
O 0.044 -4.084 1.336 -0.476
O 2.215 -2.778 1.903 -0.384
H 6.668 -1.859 3.330 0.353
H 5.121 -2.018 2.450 0.202
H 6.521 -1.268 1.657 0.307
H 5.811 0.296 0.647 0.247
H 5.605 2.038 0.993 0.252
H 4.261 1.070 0.396 0.206
H 3.160 -0.373 1.510 -0.020
H 3.240 -0.529 3.250 0.650
H 2.651 2.182 2.926 0.519
H 1.758 1.434 1.606 0.083
H 1.295 -0.141 4.019 0.375
H 0.929 1.560 4.318 0.322
H -0.475 1.542 2.166 0.375
H -1.118 0.578 3.483 0.374
H 0.110 -0.769 0.055 -0.240
H -2.028 -1.413 1.532 -0.244
H 0.094 -3.718 0.443 0.288
H 2.249 -2.280 1.076 0.241
C -6.128 3.744 -0.056 -0.512
C -7.513 3.735 -0.194 -0.449
C -8.264 2.733 0.395 -0.592
C -7.633 1.728 1.120 0.311
C -6.243 1.733 1.247 0.079
C -5.493 2.745 0.662 -0.582
C -5.535 0.655 1.999 0.537
O -4.336 0.660 2.135 -0.565
C -6.361 -0.444 2.576 0.243
C -5.713 -1.493 3.218 -0.627
C -6.458 -2.521 3.770 -0.551
C -7.847 -2.502 3.689 -0.444
C -8.495 -1.463 3.044 -0.633
C -7.753 -0.432 2.477 0.327
C -8.462 0.664 1.759 0.518
O -9.674 0.690 1.686 -0.696
H -5.544 4.531 -0.514 0.402
H -8.006 4.513 -0.762 0.386
H -9.341 2.716 0.301 0.461
H -4.418 2.733 0.775 0.572
H -4.631 -1.493 3.265 0.571
H -5.954 -3.341 4.264 0.421
H -8.424 -3.307 4.125 0.387
H -9.573 -1.441 2.967 0.461
C 6.341 -2.642 -4.085 -0.511
C 6.257 -2.671 -5.473 -0.476
C 5.351 -1.858 -6.133 -0.569
C 4.518 -1.016 -5.406 0.351
C 4.595 -0.997 -4.013 0.106
C 5.513 -1.806 -3.356 -0.618
C 3.696 -0.122 -3.205 0.415
O 3.776 -0.082 -1.999 -0.577
C 2.691 0.702 -3.933 0.090
C 1.798 1.471 -3.197 -0.650
C 0.860 2.250 -3.852 -0.616
C 0.814 2.268 -5.242 -0.408
C 1.698 1.499 -5.980 -0.679
C 2.635 0.706 -5.328 0.505
C 3.557 -0.140 -6.138 0.481
O 3.526 -0.123 -7.351 -0.697
H 7.052 -3.276 -3.572 0.415
H 6.901 -3.331 -6.040 0.383
H 5.277 -1.868 -7.212 0.471
H 5.561 -1.776 -2.276 0.567
H 1.840 1.442 -2.117 0.705
H 0.158 2.840 -3.278 0.425
H 0.080 2.880 -5.751 0.384
H 1.667 1.498 -7.060 0.469
```

* M: 681.4 g/mol
* largest force on an atom: 0.49 eV/A
* energy above the lowest of the compared OMol25 structures with the same formula, charge and spin: 0.000 eV
* total charge: -1
* Kohn-Sham gap: 0.1550 hartree
* highest occupied orbital energy: -0.1338 Eh
* E_tot: -114336.041 eV

***

# 2
Molecular formula: C35H34N9O12Pd
Method: DFT, ωB97M-V/def2-TZVPD

The geometry in XYZ format:
```
91
Properties=species:S:1:pos:R:3:mulliken_charge:R:1
Pd -0.730 -0.694 0.722 1.094
C 1.812 -6.326 -4.199 -1.007
O 1.113 -5.198 -3.692 -0.369
C -0.201 -5.065 -3.994 0.612
C -0.905 -5.847 -4.893 -0.459
C -2.263 -5.624 -5.082 -0.751
C -2.924 -4.640 -4.369 -1.185
C -2.225 -3.849 -3.467 0.143
C -0.861 -4.040 -3.291 -0.186
N -0.066 -3.332 -2.368 -0.020
C -0.233 -2.108 -1.843 0.461
N -1.112 -1.293 -2.521 0.429
C -1.709 -0.117 -2.184 -0.085
C -2.172 0.223 -0.892 -0.926
C -2.546 1.663 -0.694 -0.450
C -3.249 2.236 -1.884 -1.749
C -2.970 1.782 -3.121 -0.115
C -2.083 0.691 -3.298 0.485
O -1.668 0.248 -4.488 -0.396
C -2.299 0.726 -5.676 -0.995
N 0.541 -1.648 -0.897 -0.903
C 1.469 -2.559 -0.345 0.890
C 2.833 -2.297 -0.402 -0.344
C 3.741 -3.231 0.067 -1.032
C 3.296 -4.435 0.595 -1.149
C 1.939 -4.693 0.716 -0.732
C 1.017 -3.753 0.278 0.106
O -0.318 -3.851 0.383 0.774
C -0.904 -5.037 0.915 -1.152
H 2.774 -6.326 -3.695 0.263
H 1.962 -6.248 -5.277 0.339
H 1.281 -7.253 -3.972 0.450
H -0.411 -6.627 -5.453 0.469
H -2.809 -6.237 -5.786 0.411
H -3.988 -4.495 -4.493 0.423
H -2.748 -3.125 -2.857 0.458
H 0.765 -3.833 -2.076 0.557
H -1.228 -1.536 -3.499 0.667
H -3.129 1.795 0.215 0.739
H -3.944 3.049 -1.725 0.552
H -3.441 2.242 -3.979 0.556
H -1.805 0.214 -6.496 0.274
H -2.173 1.802 -5.799 0.350
H -3.361 0.476 -5.674 0.434
H 3.167 -1.368 -0.847 0.504
H 4.800 -3.017 0.017 0.440
H 4.006 -5.177 0.936 0.523
H 1.606 -5.614 1.174 0.573
H -1.973 -4.910 0.762 0.208
H -0.693 -5.136 1.979 0.275
H -0.551 -5.922 0.379 0.373
O 6.016 -2.565 4.286 -0.635
N 4.893 -3.011 4.145 1.057
O 4.571 -4.165 4.374 -0.615
C 3.862 -2.121 3.636 -0.667
C 4.227 -0.919 3.077 -0.288
C 3.251 -0.129 2.477 -1.087
C 1.886 -0.563 2.357 1.759
O 1.044 0.071 1.633 -0.080
C 1.541 -1.744 3.117 -0.734
C 2.537 -2.525 3.694 -0.711
N 0.227 -2.168 3.264 1.151
O -0.045 -3.190 3.944 -0.811
O -0.792 -1.449 2.780 -1.067
N 3.678 1.131 1.923 0.961
O 2.848 1.939 1.519 -0.541
O 4.875 1.367 1.908 -0.684
H 5.256 -0.596 3.085 0.681
H 2.267 -3.447 4.182 0.638
C -3.753 -0.495 1.043 -1.688
C -2.697 -0.815 0.002 1.665
O -2.390 -2.009 -0.201 -0.366
H -4.069 -1.446 1.466 0.432
H -4.613 -0.002 0.589 0.459
H -3.361 0.131 1.845 0.271
C 0.549 4.356 -0.456 -0.941
N 0.157 3.589 0.725 0.309
C 0.730 3.827 1.937 -0.406
C 0.404 3.086 3.012 -0.833
C -0.453 1.974 2.820 0.351
N -1.044 1.773 1.609 0.007
C -0.745 2.579 0.629 0.673
O -1.339 2.505 -0.548 -0.145
N -0.746 1.138 3.799 -0.198
H 0.972 5.305 -0.139 0.396
H -0.314 4.534 -1.089 0.316
H 1.298 3.803 -1.023 0.294
H 1.446 4.634 1.980 0.381
H 0.852 3.276 3.975 0.438
H -0.271 1.241 4.680 0.310
H -1.080 0.198 3.556 0.118
```

* M: 879.1 g/mol
* largest force on an atom: 2.44 eV/A
* energy above the lowest of the compared OMol25 structures with the same formula, charge and spin: 0.656 eV
* total charge: +1
* Kohn-Sham gap (spin up / spin down): 0.1882 / 0.1868 hartree
* highest occupied orbital energy (spin up / spin down): -0.3076 / -0.3796 Eh
* E_tot: -78290.237 eV
* ⟨S²⟩: 6.060
* spin multiplicity: 5

***

# 3
Molecular formula: C35H35AsN6OS3SbSe4V
Method: DFT, ωB97M-V/def2-TZVPD

The geometry in XYZ format:
```
87
Properties=species:S:1:pos:R:3:mulliken_charge:R:1
V 1.152 0.554 -0.442 -1.202
C 4.504 -1.595 -1.977 -2.270
C 3.112 -1.689 -1.441 0.056
N 2.370 -0.636 -1.334 2.752
N 2.859 0.576 -1.841 -1.293
C 2.031 1.636 -2.020 0.303
N 2.674 2.809 -2.338 -0.483
S 0.267 1.633 -2.144 -0.358
C 2.568 -2.993 -1.012 1.003
C 3.353 -4.140 -1.071 -1.107
C 2.840 -5.332 -0.579 -0.551
C 1.575 -5.341 -0.038 -0.810
C 0.841 -4.158 -0.074 -0.528
N 1.304 -3.031 -0.582 0.575
H 4.738 -0.575 -2.250 0.396
H 4.645 -2.231 -2.854 0.411
H 5.207 -1.916 -1.204 0.497
H 3.659 2.755 -2.117 0.290
H 2.238 3.636 -1.958 0.332
H 4.363 -4.094 -1.456 0.431
H 3.457 -6.224 -0.572 0.373
H 1.168 -6.207 0.468 0.413
H -0.133 -4.114 0.394 0.309
C -2.840 -2.089 2.040 -0.544
C -2.877 -2.424 0.577 0.264
N -1.963 -2.135 -0.289 0.608
C -2.247 -2.675 -1.527 -0.600
C -3.423 -3.354 -1.587 -0.750
S -4.188 -3.357 -0.067 -0.346
C -1.366 -2.500 -2.709 0.057
C -1.625 -3.106 -3.898 -0.551
S -0.479 -2.663 -5.063 -0.299
C 0.308 -1.665 -3.887 0.342
N -0.250 -1.676 -2.714 0.681
C 1.536 -0.937 -4.330 -1.051
H -2.033 -1.389 2.207 -0.546
H -2.648 -2.984 2.628 0.367
H -3.771 -1.632 2.378 0.444
H -3.875 -3.833 -2.441 0.418
H -2.421 -3.790 -4.143 0.399
H 1.589 -0.912 -5.419 0.586
H 2.433 -1.424 -3.948 0.093
H 1.548 0.093 -3.988 0.050
C -3.158 1.193 4.829 -0.627
C -1.797 0.933 4.844 -1.219
C -1.071 1.001 3.659 0.291
C -1.686 1.228 2.448 0.983
C -3.058 1.449 2.431 -0.922
C -3.783 1.468 3.622 -0.862
As -0.596 1.207 0.598 2.288
C -2.329 1.687 -0.364 0.210
C -2.826 2.998 -0.219 -0.329
C -3.610 3.585 -1.207 -0.863
C -3.943 2.872 -2.353 -0.713
C -3.529 1.555 -2.481 -0.507
C -2.729 0.974 -1.498 -0.785
C 0.069 3.049 1.114 1.044
C 0.033 4.114 0.213 -0.306
C 0.584 5.352 0.561 -0.989
C 1.167 5.526 1.804 -0.676
C 1.247 4.450 2.682 -0.936
C 0.713 3.220 2.329 -0.671
H -3.740 1.154 5.743 0.376
H -1.272 0.627 5.739 0.412
H -0.014 0.790 3.723 0.084
H -3.594 1.572 1.509 0.477
H -4.851 1.652 3.584 0.386
H -2.603 3.567 0.673 0.671
H -3.931 4.612 -1.086 0.410
H -4.521 3.340 -3.140 0.371
H -3.794 0.977 -3.357 0.466
H -2.366 -0.031 -1.646 0.662
H -0.434 4.021 -0.756 0.678
H 0.554 6.164 -0.155 0.447
H 1.573 6.492 2.080 0.370
H 1.742 4.559 3.640 0.467
H 0.849 2.369 2.970 0.522
C 3.573 1.520 1.155 -1.062
O 2.387 1.678 0.443 0.316
H 3.474 0.754 1.931 0.293
H 3.842 2.472 1.627 0.232
H 4.393 1.214 0.485 0.157
Se 3.211 -3.828 2.874 -0.498
Sb 1.342 -2.234 3.128 0.888
Se 0.830 -0.535 1.463 -0.481
Se -0.056 -4.243 3.552 -0.543
Se 1.500 -1.395 5.429 -0.673
```

* M: 1215.4 g/mol
* largest force on an atom: 10.49 eV/A
* energy above the lowest of the compared OMol25 structures with the same formula, charge and spin: 4.090 eV
* total charge: -1
* Kohn-Sham gap (spin up / spin down): 0.2058 / 0.2023 hartree
* highest occupied orbital energy (spin up / spin down): -0.1516 / -0.1494 Eh
* E_tot: -434803.278 eV
* ⟨S²⟩: 0.764
* spin multiplicity: 2

***

M of number 3 (C35H35AsN6OS3SbSe4V)? 1215.4 g/mol

***

Among the records above, which one has the highest E_tot? C35H34N9O12Pd

***

Look up the energy above the lowest of the compared OMol25 structures with the same formula, charge and spin of the second one. 0.656 eV

***

Which formula does entry 2 have? C35H34N9O12Pd